A structure of composition C23H14F3IrNO5, computed with the ωB97M-V functional and the def2-TZVPD basis.

Atoms and positions in Å:
C: 1.408 3.128 -1.548
H: 0.668 1.578 2.562
C: 1.026 -1.247 4.245
C: -0.614 -1.994 -7.139
O: 1.677 -1.653 1.988
C: -0.330 -1.319 -2.923
O: 3.022 -2.381 3.629
H: -0.665 -0.339 8.072
C: -0.526 -1.778 -5.653
H: -1.561 -3.582 -5.135
C: -0.968 -2.468 -3.403
O: 0.105 -0.761 7.673
C: -0.791 3.578 -0.694
H: 0.692 0.490 -3.458
F: 0.612 -2.066 -7.700
F: -1.266 -3.126 -7.457
C: 0.031 -0.712 6.332
H: -1.877 0.335 6.180
C: 0.212 -0.401 -3.834
O: -3.057 0.975 3.758
C: -1.066 -2.695 -4.765
C: 0.114 -0.632 -5.190
C: -1.014 -0.121 4.285
H: -1.739 4.093 -0.768
C: 0.945 1.124 1.609
H: 1.998 0.846 1.630
C: -2.065 0.439 3.336
H: 1.918 -1.761 6.121
Ir: -0.045 -0.687 1.604
H: 2.185 3.303 -2.282
H: -1.333 2.548 1.103
C: -0.140 -0.880 -0.318
F: -1.259 -0.976 -7.747
C: -1.041 -0.117 5.661
C: 1.630 2.246 -0.501
C: 0.192 3.789 -1.653
C: -0.232 -1.079 -1.527
O: -1.781 0.246 2.063
H: -1.385 -3.175 -2.700
C: 0.651 2.032 0.468
N: 0.000 -0.668 3.639
H: 2.575 1.720 -0.424
C: 2.027 -1.822 3.252
H: 0.013 4.470 -2.475
C: 1.086 -1.291 5.617
H: 0.530 0.076 -5.895
C: -0.561 2.713 0.363

Forces on atoms 1 to 6 (eV/Å):
C 0.012 -0.021 -0.066
H -0.015 0.049 -0.010
C 0.137 -0.045 0.023
C 0.007 -0.008 -0.068
O -0.022 -0.050 0.261
C -0.026 0.016 -0.066

Output
**Orbital gap (alpha / beta)**: 7.92 / 6.30 eV
**Energy relative to the best compared isomer or geometry (same formula, charge and spin)**: 0.00 kcal/mol
**HOMO (alpha / beta)**: -8.9 / -9.0 eV
**E_LUMO (alpha / beta)**: -0.035 / -0.101 Eh
**2S+1**: 2

=====

A structure of composition C23H15AgCl2IN3O3S, computed with the ωB97M-V functional and the def2-TZVPD basis.

Atoms and positions in Å:
H: 0.409 -4.074 4.613
H: 0.191 -4.489 -1.435
H: 2.578 -1.647 -5.701
C: -3.462 1.714 -3.617
H: 3.200 0.296 -1.938
C: 2.243 -1.013 -4.889
C: -1.422 1.366 -4.806
C: -2.717 1.867 -4.779
N: 0.379 1.555 0.514
C: 0.523 0.233 -3.781
C: 0.414 2.574 -0.339
C: -0.108 1.745 1.734
N: 1.345 0.533 -2.778
H: 1.784 -4.367 0.483
H: -3.535 0.956 -1.631
C: -1.606 0.547 -2.487
H: -0.965 3.094 3.174
H: -3.131 2.371 -5.646
I: 0.066 5.408 -1.354
C: 0.938 -4.280 1.153
O: 0.634 -5.522 1.839
H: 4.098 -1.105 -3.785
C: -0.624 -2.384 1.729
C: -0.881 0.736 -3.684
C: -0.159 -3.330 0.671
H: -4.478 2.097 -3.573
H: -0.167 0.860 2.357
Cl: -1.572 -2.090 4.296
C: 1.180 -4.475 2.575
C: 0.340 -3.790 3.571
C: -2.911 1.069 -2.514
O: 0.845 -3.050 -2.689
C: -0.015 3.838 0.034
C: -0.513 4.061 1.307
C: -0.564 2.983 2.175
C: 2.585 0.057 -2.800
H: -0.817 1.487 -5.700
S: -1.880 -4.027 0.803
H: 0.244 -0.791 -5.645
H: 0.767 2.339 -1.339
C: -0.540 -2.893 3.140
Cl: 2.850 -4.797 3.175
C: 0.950 -0.532 -4.867
O: -0.877 -1.190 1.539
H: -0.863 5.041 1.606
C: 3.089 -0.717 -3.831
C: 0.432 -3.409 -1.577
N: 0.245 -2.637 -0.511
Ag: -0.721 -0.583 -0.907

Forces on atoms 1 to 6 (eV/Å):
H 0.003 -0.010 -0.008
H 0.023 -0.013 0.020
H -0.004 0.000 -0.002
C 0.016 -0.009 -0.008
H 0.003 0.017 -0.007
C 0.034 -0.021 -0.010

Output
**Orbital gap**: 5.05 eV
**Total charge**: -2
**HOMO**: -1.5 eV
**E_LUMO**: 0.132 Eh

=====

A structure of composition C23H15AsEuO6, computed with the ωB97M-V functional and the def2-TZVPD basis.

Atoms and positions in Å:
C: 2.095 3.391 5.725
C: -1.108 -2.551 5.566
O: -0.083 -0.040 -5.528
O: -2.679 -2.065 -0.819
H: 1.972 -2.064 4.138
H: 4.697 1.521 4.509
H: -4.720 1.501 2.636
H: 0.014 2.712 5.832
C: 1.213 -3.991 4.850
C: -4.563 1.805 4.800
H: 2.161 -4.530 4.654
H: 2.788 -0.061 4.031
H: 1.890 4.314 6.291
C: -1.027 -3.943 5.807
H: -1.841 -4.428 6.369
C: 0.136 -4.655 5.454
C: 3.657 1.824 4.732
C: -1.972 0.697 4.536
C: -2.464 1.098 5.796
C: 1.032 2.483 5.496
C: -2.801 0.821 3.400
H: 4.244 3.658 5.722
O: 2.301 -2.999 -0.798
O: -2.058 2.741 -0.969
C: -0.040 -1.884 4.926
As: -0.184 -0.004 4.372
C: 1.684 -2.065 -0.499
H: -1.983 -1.969 5.882
Eu: 0.428 0.052 0.585
H: -5.559 2.234 4.906
H: -2.423 0.466 2.429
C: 1.272 1.250 4.846
H: -1.771 0.958 6.634
C: 3.407 3.056 5.351
C: 1.134 -2.605 4.596
H: -4.095 1.937 6.968
C: 2.228 1.691 -0.422
O: -0.285 -0.043 2.603
H: 0.280 -5.666 5.846
O: 3.076 2.421 -0.727
C: -4.085 1.394 3.530
C: -3.761 1.648 5.952
C: -1.345 1.929 -0.573
C: 2.600 0.917 4.493
C: -1.777 -1.426 -0.492
C: -0.041 -0.046 -4.387

Forces on atoms 1 to 6 (eV/Å):
C -0.443 -0.618 0.203
C -0.002 0.028 -0.346
O 0.100 -0.018 2.938
O 3.809 2.740 1.350
H -0.186 -0.445 0.238
H -0.767 0.204 0.094

Output
**Orbital gap (alpha / beta)**: 3.05 / 5.63 eV
**Total charge**: +3
**HOMO (alpha / beta)**: -17.3 / -17.3 eV
**E_LUMO (alpha / beta)**: -0.522 / -0.429 Eh
**2S+1**: 7

=====

Strongest force on any atom readings, ordered: 0.60; 0.44; 6.33 eV Å⁻¹